The following is a DFT calculation (the ωB97M-V functional and the def2-TZVPD basis) of a 13-piece molecular cluster, C35H69B7F28N11O overall at a distorted geometry.

Values from the calculation:
Energy (eV): -136722.675
Charge: -1
HOMO energy (Ha): -0.234
ΔE to the lowest compared entry with this formula, charge and spin (kcal per mole): 0.00

Last column: Löwdin charge in e.
Cartesian coordinates (Å):
1 F -1.91776 8.22834 12.98589  0.086
2 F 2.14173 0.26408 11.20784  0.052
3 F -4.74058 2.59739 12.90546  0.067
4 F 3.32296 0.75037 20.40021  0.090
5 F -4.59379 0.33213 12.89827  0.091
6 F 0.11538 0.90223 11.94881  0.110
7 F 0.49934 -1.29253 11.20965  0.072
8 F -2.82535 -3.70167 18.46060  0.079
9 F -3.23254 6.37644 13.19142  0.077
10 F -4.31487 2.68789 20.89340  0.070
11 F 0.29454 3.59859 11.72311  0.131
12 F 2.34435 2.72264 12.21082  0.103
13 F -2.19150 2.91573 20.09370  0.080
14 F -3.35362 0.96337 19.68562  0.105
15 F -1.35306 -4.64671 16.92320  0.093
16 F 1.42623 -0.46143 13.24631  0.097
17 F 2.00283 0.43928 18.52748  0.102
18 F -3.98068 2.86788 18.62196  0.089
19 F -2.63813 7.49005 15.08272  0.106
20 F 1.71542 -0.89126 20.38526  0.088
21 F -2.70725 1.61645 12.36793  0.106
22 F -4.45697 1.51347 10.90280  0.071
23 F -2.20424 -2.45640 16.65008  0.119
24 F -0.69255 -2.92493 18.28909  0.048
25 F -1.03543 6.31494 13.81393  0.127
26 F 1.08361 1.29694 20.43166  0.102
27 F 1.43671 4.29082 13.63645  0.071
28 F 2.18141 4.89693 11.54511  0.049
29 O -1.85565 4.15659 15.47854  -0.068
30 N -5.88727 5.96561 15.41609  -0.028
31 N 4.13889 1.65735 16.00377  -0.070
32 N -0.68241 1.42911 16.17898  -0.302
33 N 4.22939 0.06194 14.50575  -0.021
34 N -2.49973 4.77764 9.76321  -0.046
35 N 2.33389 -4.55175 18.22541  -0.017
36 N -1.27825 -0.87876 22.33820  -0.038
37 N 3.23775 -4.90294 20.18234  -0.097
38 N -1.14047 4.63175 8.06159  -0.057
39 N -1.82553 -1.43001 24.36295  -0.071
40 N -6.28020 4.46308 16.93160  -0.080
41 C -6.51570 7.05184 13.27296  -0.060
42 C -1.36433 5.47893 10.06869  0.024
43 C 5.70454 -1.71301 13.74338  -0.061
44 C 4.10560 2.27034 17.32003  0.017
45 C -5.85488 7.18171 14.63961  -0.162
46 C -3.61287 4.63223 10.67556  0.023
47 C 3.97337 -5.51595 21.27712  0.005
48 C -2.32019 4.24066 8.56142  -0.007
49 C -1.24226 -0.89597 20.88918  0.035
50 C -2.44794 -3.43176 25.62920  -0.071
51 C -0.51658 5.39681 9.01640  0.014
52 C 4.35138 1.27488 13.85255  0.013
53 C -2.54428 -1.90892 25.53501  -0.165
54 C -0.25736 -0.48569 23.16243  0.019
55 C -5.34126 3.92799 16.07989  0.037
56 C 1.93888 -3.53815 19.04587  0.001
57 C 1.60686 -3.34259 16.21210  -0.053
58 C -6.89398 3.75099 18.02430  0.002
59 C -2.06053 0.99783 16.59887  0.035
60 C -0.54756 2.14610 14.84798  -0.049
61 C -6.64170 5.66774 16.48088  -0.021
62 C 0.10216 0.15374 16.09609  -0.007
63 C 3.95065 0.35624 15.77973  -0.040
64 C -5.16556 4.84823 15.10034  0.016
65 C -0.66857 4.19358 6.74647  -0.157
66 C -0.55575 -0.88787 24.42188  -0.005
67 C 4.23459 -1.25344 13.85346  -0.151
68 C -0.19860 2.31061 17.27828  0.011
69 C -2.23525 -1.41223 23.09944  0.005
70 C -0.34198 5.36703 5.83492  -0.077
71 C 4.34434 2.25663 14.78384  0.013
72 C 3.19462 -5.32865 18.89762  -0.006
73 C 2.45773 -3.77761 20.25395  -0.004
74 C -1.69703 3.11901 14.51557  -0.198
75 C 1.91001 -4.68661 16.83841  -0.141
76 B 1.53172 3.86162 12.28330  -1.270
77 B -4.11071 1.49375 12.27177  -1.246
78 B -1.78433 -3.45169 17.53936  -1.232
79 B -3.46118 2.34425 19.82147  -1.268
80 B 2.04231 0.39664 19.92858  -1.280
81 B -2.18825 7.11007 13.80526  -1.254
82 B 1.00514 -0.18534 11.94027  -1.240
83 H 0.20266 3.55898 6.89314  0.134
84 H 2.31842 -2.53586 16.40760  0.072
85 H -1.94659 0.56444 17.58319  0.097
86 H -3.58999 -1.65224 25.35859  0.127
87 H -4.32373 3.87603 10.35929  0.096
88 H 2.35518 -3.23893 21.17911  0.133
89 H 4.48997 1.50855 17.99452  0.093
90 H -2.65885 2.61330 14.43817  0.095
91 H 6.18794 -1.82727 14.70666  0.070
92 H -2.86360 -3.87237 26.53525  0.077
93 H 0.86149 2.52479 17.10749  0.090
94 H -7.29843 6.34604 16.99581  0.155
95 H 1.31558 -2.75409 18.64641  0.119
96 H -1.61683 4.98449 15.03070  0.055
97 H 3.11706 2.61400 17.60754  0.092
98 H -4.90714 2.96641 16.28469  0.136
99 H 0.69446 -2.95954 16.66100  0.052
100 H -6.36013 7.96696 15.20086  0.127
101 H -6.38855 8.01207 12.76505  0.081
102 H 0.67156 5.75368 5.94018  0.074
103 H 5.68329 -2.65127 13.18315  0.075
104 H -4.14874 5.57056 10.83170  0.096
105 H 3.88220 -6.02994 18.45770  0.160
106 H 0.99394 -5.27964 16.85759  0.130
107 H -2.67853 1.89211 16.55199  0.087
108 H -4.54832 4.79521 14.21855  0.125
109 H -0.99529 6.21980 6.03259  0.080
110 H -1.40921 -3.77169 25.72598  0.077
111 H -7.21839 4.38402 18.84396  0.099
112 H 1.15928 0.23856 15.85597  0.085
113 H -2.21482 -1.20771 20.51756  0.107
114 H -3.16636 4.42502 11.64614  0.095
115 H -0.67750 1.34566 14.11749  0.121
116 H 3.71740 -1.20625 12.89767  0.125
117 H 3.57653 -5.15887 22.22522  0.098
118 H -1.36485 5.98767 11.02230  0.147
119 H -6.04563 6.24120 12.72000  0.071
120 H 5.03230 -5.34493 21.11777  0.100
121 H -3.05422 3.70403 7.98507  0.163
122 H -0.45807 -1.56593 20.55242  0.088
123 H -1.48110 3.50557 13.52010  0.118
124 H -7.60568 6.96933 13.24041  0.071
125 H 0.63315 -0.05940 22.72516  0.140
126 H -6.28902 2.90736 18.34555  0.092
127 H 1.45440 -3.49115 15.14595  0.106
128 H -0.64069 3.30076 17.32180  0.109
129 H -2.81253 -3.90026 24.71740  0.079
130 H -7.79298 3.23934 17.65794  0.098
131 H 0.43208 2.60730 14.76888  0.128
132 H 3.71118 -0.33637 16.57145  0.152
133 H -2.22146 -1.39549 26.43433  0.124
134 H -0.23955 1.76187 18.21517  0.088
135 H -3.17203 -1.80886 22.74589  0.177
136 H 3.70505 -6.57073 21.35468  0.098
137 H -0.04632 -0.74018 25.35621  0.129
138 H -2.51318 0.32701 15.86822  0.124
139 H 6.17521 -1.01811 13.04718  0.076
140 H -0.48213 5.11725 4.78340  0.071
141 H -4.79571 7.36790 14.47060  0.103
142 H 2.67336 -5.22121 16.27173  0.125
143 H 4.44039 1.31449 12.77953  0.145
144 H 0.45466 5.82651 8.85023  0.141
145 H 4.80652 3.09858 17.40663  0.101
146 H -1.48499 3.60585 6.33586  0.118
147 H 4.36379 3.32750 14.67994  0.145
148 H -1.03350 0.09974 20.50284  0.101
149 H -0.34833 -0.32839 15.22733  0.109
150 H -0.05524 -0.49382 16.95506  0.091
151 H 3.68379 -1.95074 14.48186  0.103